(P)
# C56H98N14

A 14-piece molecular cluster, C56H98N14 overall (ωB97M-V with the def2-TZVPD basis set, the Open Molecules 2025 dataset).

```
168
Properties=species:S:1:pos:R:3
C -10.707 -1.775 5.496
C -9.924 -2.633 6.479
C -8.447 -2.197 6.712
C -7.676 -1.928 5.503
N -7.080 -1.722 4.513
H -11.780 -1.941 5.590
H -10.437 -2.034 4.472
H -10.541 -0.718 5.708
H -9.902 -3.646 6.078
H -10.441 -2.603 7.439
H -7.982 -2.990 7.298
H -8.352 -1.381 7.428
C 2.844 7.622 4.388
C 2.354 8.718 5.370
C 3.071 8.698 6.758
C 4.464 9.101 6.790
N 5.603 9.417 6.837
H 3.932 7.670 4.340
H 2.383 7.758 3.410
H 2.583 6.664 4.839
H 1.269 8.710 5.476
H 2.519 9.711 4.953
H 2.916 7.712 7.196
H 2.570 9.356 7.469
C -4.885 6.430 -8.750
C -3.478 6.539 -8.193
C -3.176 5.687 -6.936
C -3.895 6.127 -5.771
N -4.449 6.452 -4.818
H -5.631 6.862 -8.083
H -5.156 5.395 -8.957
H -4.850 6.893 -9.736
H -3.337 7.595 -7.963
H -2.735 6.361 -8.971
H -2.129 5.705 -6.636
H -3.413 4.627 -7.028
C 1.424 -1.621 -9.181
C 1.591 -0.168 -8.675
C 1.441 -0.082 -7.164
C 0.174 -0.325 -6.504
N -0.837 -0.503 -5.981
H 1.473 -1.814 -10.253
H 0.477 -2.049 -8.853
H 2.249 -2.209 -8.780
H 0.956 0.559 -9.183
H 2.618 0.125 -8.891
H 1.674 0.944 -6.876
H 2.294 -0.597 -6.721
C -8.645 -1.727 -4.141
C -7.304 -1.130 -3.601
C -7.188 0.364 -3.863
C -7.074 0.634 -5.291
N -7.005 0.870 -6.411
H -9.491 -1.048 -4.033
H -8.902 -2.647 -3.618
H -8.517 -2.042 -5.177
H -6.396 -1.607 -3.969
H -7.253 -1.240 -2.517
H -6.309 0.760 -3.354
H -8.016 0.955 -3.472
C -0.589 -6.032 -4.073
C 0.660 -5.466 -3.350
C 1.565 -6.592 -2.795
C 2.167 -7.484 -3.796
N 2.598 -8.213 -4.610
H -0.327 -6.513 -5.015
H -1.284 -5.229 -4.322
H -1.095 -6.780 -3.463
H 0.198 -4.859 -2.572
H 1.266 -4.777 -3.940
H 1.011 -7.219 -2.096
H 2.385 -6.113 -2.259
C -5.247 -6.377 1.059
C -3.996 -7.275 1.497
C -3.358 -6.878 2.840
C -4.271 -7.007 4.010
N -5.000 -7.114 4.911
H -5.054 -5.305 1.083
H -6.073 -6.567 1.745
H -5.663 -6.606 0.078
H -3.251 -7.119 0.717
H -4.226 -8.339 1.549
H -2.904 -5.888 2.797
H -2.444 -7.452 2.997
C 4.460 5.420 -2.612
C 5.130 4.401 -1.713
C 5.918 3.413 -2.523
C 7.059 3.947 -3.233
N 7.971 4.358 -3.813
H 4.098 6.270 -2.033
H 3.696 4.960 -3.239
H 5.185 5.854 -3.301
H 4.363 3.922 -1.103
H 5.701 4.938 -0.956
H 5.265 3.018 -3.302
H 6.270 2.618 -1.865
C 7.551 -4.851 -4.822
C 7.547 -5.406 -6.261
C 8.403 -6.703 -6.467
C 9.793 -6.641 -5.951
N 10.863 -6.610 -5.584
H 7.225 -5.663 -4.172
H 6.889 -3.994 -4.699
H 8.551 -4.537 -4.521
H 7.834 -4.605 -6.943
H 6.516 -5.535 -6.593
H 8.347 -6.922 -7.534
H 7.885 -7.480 -5.905
C 0.120 -2.425 8.331
C 1.400 -1.611 7.978
C 1.813 -0.645 9.131
C 1.995 -1.264 10.416
N 2.138 -1.810 11.406
H 0.197 -3.034 9.232
H -0.077 -3.113 7.509
H -0.762 -1.808 8.502
H 1.232 -0.972 7.111
H 2.269 -2.213 7.715
H 1.013 0.079 9.290
H 2.668 -0.043 8.824
C -1.210 2.439 -0.118
C -1.446 1.040 0.415
C -0.141 0.341 0.824
C 0.848 0.094 -0.269
N 1.625 -0.062 -1.098
H -0.761 2.439 -1.111
H -0.646 3.045 0.591
H -2.147 2.979 -0.255
H -1.937 0.590 -0.448
H -2.115 1.114 1.273
H -0.354 -0.641 1.247
H 0.362 0.961 1.565
C 8.655 -2.774 2.021
C 7.165 -3.130 1.778
C 6.507 -3.654 3.068
C 5.101 -4.073 2.834
N 4.018 -4.402 2.625
H 9.110 -2.283 1.161
H 9.215 -3.696 2.179
H 8.855 -2.135 2.881
H 7.092 -3.800 0.921
H 6.638 -2.221 1.487
H 6.568 -2.800 3.743
H 7.043 -4.481 3.532
C -8.074 3.498 1.530
C -9.140 3.258 2.578
C -10.648 3.334 2.103
C -11.056 2.168 1.311
N -11.422 1.279 0.690
H -7.090 3.740 1.932
H -8.371 4.206 0.756
H -7.950 2.536 1.032
H -9.029 4.077 3.288
H -8.930 2.320 3.093
H -10.864 4.234 1.527
H -11.231 3.403 3.021
C 9.766 3.525 3.704
C 8.848 4.390 4.602
C 7.855 3.692 5.502
C 6.773 2.866 4.837
N 5.942 2.212 4.348
H 9.313 2.862 2.967
H 10.341 2.927 4.410
H 10.459 4.100 3.089
H 8.254 5.032 3.952
H 9.394 5.142 5.172
H 7.265 4.460 6.004
H 8.419 3.097 6.220
```

Values from the calculation:
- HOMO level: -11.38 eV
- Gap between HOMO and LUMO: 0.4170 hartree
- E_LUMO: -0.037 eV

=====

(Q)
# C56H98N14

A 14-piece molecular cluster, C56H98N14 overall (ωB97M-V with the def2-TZVPD basis set, the Open Molecules 2025 dataset).

```
168
Properties=species:S:1:pos:R:3
C -10.041 12.863 -0.079
C -11.024 14.076 -0.331
C -10.415 15.151 -1.219
C -9.199 15.831 -0.740
N -8.241 16.416 -0.306
H -9.255 13.248 0.571
H -9.671 12.356 -0.970
H -10.494 12.050 0.487
H -11.300 14.498 0.636
H -11.864 13.748 -0.942
H -11.201 15.900 -1.310
H -10.272 14.840 -2.254
C -6.391 22.679 -10.066
C -5.328 21.628 -9.811
C -4.870 21.485 -8.336
C -5.927 21.617 -7.337
N -6.803 21.667 -6.593
H -6.419 22.991 -11.110
H -5.834 23.531 -9.677
H -7.337 22.664 -9.524
H -4.503 21.689 -10.520
H -5.748 20.656 -10.068
H -4.210 22.333 -8.151
H -4.233 20.622 -8.140
C -1.813 20.990 -3.955
C -1.126 19.620 -3.718
C -1.911 18.461 -4.304
C -1.010 17.327 -4.489
N -0.324 16.410 -4.612
H -1.765 21.143 -5.033
H -1.198 21.742 -3.461
H -2.857 21.126 -3.672
H -1.128 19.528 -2.632
H -0.081 19.726 -4.008
H -2.386 18.696 -5.256
H -2.660 18.185 -3.562
C -6.548 14.492 -2.995
C -5.263 14.030 -3.598
C -4.029 14.713 -3.036
C -2.805 14.070 -3.485
N -1.788 13.622 -3.832
H -7.467 13.928 -3.149
H -6.823 15.489 -3.339
H -6.489 14.366 -1.914
H -5.227 14.300 -4.654
H -5.180 12.953 -3.451
H -3.960 14.523 -1.965
H -3.989 15.777 -3.271
C -4.214 26.274 3.374
C -5.399 25.274 3.165
C -5.252 24.250 1.969
C -5.415 24.838 0.641
N -5.610 25.310 -0.424
H -3.274 25.743 3.528
H -4.437 26.946 4.203
H -4.073 26.975 2.552
H -6.286 25.904 3.093
H -5.478 24.687 4.080
H -5.902 23.382 2.084
H -4.241 23.846 2.000
C -6.092 17.797 -6.284
C -6.681 16.615 -6.921
C -8.279 16.435 -6.834
C -8.890 16.429 -5.479
N -9.425 16.430 -4.463
H -5.069 17.907 -6.642
H -6.127 17.638 -5.206
H -6.519 18.783 -6.470
H -6.091 15.715 -6.749
H -6.416 16.742 -7.970
H -8.652 15.571 -7.384
H -8.716 17.352 -7.228
C -5.153 17.920 2.415
C -5.180 16.472 1.898
C -4.097 15.910 0.933
C -4.086 16.693 -0.292
N -4.080 17.294 -1.320
H -5.963 18.212 3.083
H -5.345 18.562 1.555
H -4.174 18.089 2.864
H -6.128 16.263 1.402
H -5.260 15.837 2.780
H -4.209 14.857 0.673
H -3.149 15.945 1.470
C -9.413 25.542 0.231
C -9.713 24.136 0.738
C -10.429 24.110 2.065
C -9.905 25.014 3.117
N -9.505 25.731 3.919
H -8.871 26.133 0.969
H -10.277 26.113 -0.109
H -8.874 25.453 -0.712
H -8.779 23.588 0.863
H -10.262 23.701 -0.097
H -10.417 23.147 2.575
H -11.444 24.455 1.866
C -10.517 19.219 3.246
C -9.472 19.288 2.115
C -10.211 19.455 0.765
C -11.073 20.658 0.633
N -11.732 21.630 0.541
H -10.978 20.204 3.315
H -10.180 19.114 4.277
H -11.147 18.343 3.091
H -8.846 18.407 1.977
H -8.795 20.111 2.344
H -10.963 18.666 0.745
H -9.530 19.367 -0.081
C -6.878 19.223 -2.422
C -7.817 20.465 -2.592
C -7.341 21.762 -1.953
C -7.128 21.579 -0.452
N -7.001 21.460 0.676
H -7.326 18.352 -2.901
H -6.538 18.902 -1.437
H -5.902 19.528 -2.800
H -8.762 20.215 -2.109
H -7.973 20.672 -3.651
H -7.940 22.622 -2.252
H -6.314 21.827 -2.312
C -0.790 20.893 4.385
C -0.491 21.519 2.994
C -1.558 21.382 1.830
C -1.706 19.973 1.532
N -1.851 18.829 1.339
H 0.049 21.087 5.052
H -0.952 19.822 4.268
H -1.652 21.334 4.886
H 0.438 21.079 2.633
H -0.344 22.590 3.138
H -1.228 21.794 0.876
H -2.526 21.750 2.170
C -10.566 21.305 -7.076
C -10.042 20.493 -5.915
C -10.904 19.321 -5.519
C -11.174 18.363 -6.625
N -11.452 17.622 -7.444
H -9.750 21.936 -7.429
H -11.361 21.998 -6.798
H -10.862 20.641 -7.888
H -9.911 21.209 -5.104
H -9.022 20.199 -6.165
H -11.779 19.647 -4.957
H -10.369 18.702 -4.799
C -6.500 24.750 -4.501
C -6.896 25.592 -5.704
C -8.397 26.071 -5.780
C -8.458 27.342 -6.547
N -8.507 28.331 -7.082
H -7.207 23.944 -4.304
H -6.499 25.368 -3.603
H -5.501 24.356 -4.687
H -6.615 25.061 -6.613
H -6.165 26.400 -5.721
H -8.726 26.265 -4.760
H -9.071 25.295 -6.144
C -13.794 15.992 -3.936
C -14.203 17.505 -4.047
C -14.747 18.240 -2.880
C -13.722 18.418 -1.820
N -12.954 18.486 -0.988
H -14.561 15.235 -4.103
H -13.488 15.937 -2.892
H -12.893 15.818 -4.525
H -14.890 17.477 -4.893
H -13.295 18.060 -4.279
H -15.579 17.697 -2.432
H -15.146 19.237 -3.067
```

Values from the calculation:
- HOMO level: -10.80 eV
- Gap between HOMO and LUMO: 0.3999 hartree
- E_LUMO: 0.085 eV

=====

The winner here is (P), beating the second structure by 6.1 kcal/mol.